1.
# C21H25N3O5

One molecule with the formula C21H25N3O5 (ωB97M-V/def2-TZVPD, the Open Molecules 2025 dataset).

Output
F_max ... 0.07 eV/Å
E_tot ... -1355.75239 a.u.
Energy relative to the best compared isomer or geometry (same formula, charge and spin) ... 30.0 kcal per mole
Multiplicity ... 1
Frontier orbital gap ... 9.2376 eV
Net charge ... 0
HOMO energy ... -9.10 eV

```
54
Properties=species:S:1:pos:R:3:forces:R:3:lowdin_charge:R:1
C -4.660 -1.340 -1.249 0.00 0.00 0.00 -0.030
C -3.359 -1.640 -0.563 0.00 0.00 0.00 -0.213
C -2.160 -1.628 -1.260 -0.01 -0.03 -0.01 0.038
C -0.977 -1.863 -0.578 0.00 0.06 0.01 -0.196
C 0.345 -1.658 -1.283 -0.01 -0.05 -0.03 -0.440
O 0.402 -1.287 -2.446 0.00 0.03 0.02 0.062
N 1.416 -1.852 -0.490 0.01 -0.01 0.01 0.081
C 2.713 -1.288 -0.799 0.00 0.00 0.00 -0.112
C 2.679 0.228 -1.074 0.00 0.00 0.00 -0.238
C 4.030 0.919 -0.871 0.01 0.00 0.00 -0.331
C 5.145 0.236 -1.655 0.00 0.00 0.00 -0.060
C 3.892 2.382 -1.303 0.00 0.00 0.00 -0.167
C 2.712 3.085 -0.637 0.00 0.00 0.00 -0.157
C 1.420 2.291 -0.818 0.01 0.00 0.00 -0.144
N 1.617 0.924 -0.342 -0.01 -0.01 0.01 -0.011
C 1.335 0.601 0.960 0.00 0.01 -0.01 -0.406
O 2.079 -0.056 1.670 0.00 0.00 0.00 0.084
C -0.039 0.966 1.429 0.00 0.00 -0.01 -0.111
C -1.152 1.163 0.542 0.00 0.00 0.01 -0.008
C -2.399 1.277 1.031 0.01 0.01 0.00 0.025
C -2.662 1.181 2.451 -0.01 -0.01 0.01 -0.442
O -3.733 1.203 2.993 0.01 0.00 -0.01 0.110
O -1.534 1.037 3.259 0.00 0.00 0.00 0.110
C -0.305 0.904 2.745 0.00 0.00 0.00 -0.009
N -0.932 -2.150 0.719 0.00 0.00 0.00 0.133
C -2.079 -2.171 1.391 0.00 -0.01 0.00 -0.057
C -3.311 -1.894 0.811 0.01 0.01 0.00 -0.145
C -4.554 -1.804 1.651 0.01 0.02 0.01 -0.213
O -4.262 -2.195 2.979 -0.05 -0.06 -0.01 -0.050
H -5.143 -0.464 -0.808 0.00 0.00 0.00 0.086
H -4.507 -1.149 -2.309 0.00 0.00 0.00 0.082
H -5.359 -2.173 -1.149 0.00 0.00 0.00 0.088
H -2.119 -1.406 -2.319 0.00 0.00 0.00 0.125
H 1.201 -2.046 0.478 0.00 0.00 0.00 0.116
H 3.364 -1.505 0.045 0.00 0.00 0.00 0.126
H 3.123 -1.772 -1.686 0.00 0.00 0.00 0.129
H 2.395 0.351 -2.125 0.00 0.00 0.00 0.149
H 4.259 0.880 0.200 0.00 0.00 0.00 0.150
H 4.889 0.177 -2.716 0.00 0.00 0.00 0.090
H 6.074 0.802 -1.568 0.00 0.00 0.00 0.081
H 5.340 -0.775 -1.298 0.00 0.00 0.00 0.075
H 4.819 2.919 -1.091 0.00 0.00 0.00 0.117
H 3.758 2.407 -2.392 0.00 0.00 0.00 0.124
H 2.904 3.193 0.435 0.00 0.00 0.00 0.121
H 2.584 4.090 -1.045 0.00 0.00 0.00 0.114
H 0.611 2.763 -0.265 0.00 0.01 0.00 0.115
H 1.134 2.250 -1.874 0.00 0.00 0.00 0.135
H -0.983 1.176 -0.527 0.00 0.00 0.00 0.126
H -3.263 1.400 0.394 0.00 0.00 0.00 0.125
H 0.449 0.718 3.496 0.00 0.00 0.00 0.151
H -2.023 -2.394 2.448 0.00 0.00 0.00 0.124
H -4.911 -0.768 1.626 -0.02 -0.01 0.00 0.121
H -5.341 -2.437 1.223 0.01 -0.01 0.00 0.126
H -4.920 -1.810 3.564 0.04 0.05 0.01 0.098
```
Forces are in eV/Å.

---

2.
# C3H9N4

An isolated ion of composition C3H9N4 and charge +1 (ωB97M-V/def2-TZVPD, the Open Molecules 2025 dataset).

Output
F_max ... 4.32 eV/Å
E_tot ... -338.35966 a.u.
Energy relative to the best compared isomer or geometry (same formula, charge and spin) ... 101.1 kcal per mole
Multiplicity ... 1
Frontier orbital gap ... 8.9171 eV
Net charge ... +1
HOMO energy ... -12.24 eV

```
16
Properties=species:S:1:pos:R:3:forces:R:3:lowdin_charge:R:1
N 1.389 -1.217 0.020 -1.32 -1.45 0.73 0.194
N 0.986 0.064 0.563 -0.65 -0.13 0.25 -0.137
C -0.314 -0.038 1.281 -0.35 0.27 -1.87 -0.128
N -1.359 -0.361 0.340 0.88 -1.99 -1.02 -0.045
C -1.416 0.454 -0.786 1.67 0.11 0.87 -0.116
C -0.302 1.100 -1.197 -0.71 -0.30 0.11 -0.079
N 1.016 0.792 -0.638 0.58 4.27 0.26 -0.062
H 0.620 -1.830 -0.363 0.03 0.84 0.40 0.183
H 1.791 -1.758 0.810 0.83 0.24 -1.13 0.189
H 1.846 -0.795 -0.837 0.84 -1.01 0.74 0.186
H -0.729 0.879 1.602 1.38 1.72 1.23 0.131
H -0.190 -0.740 2.073 -0.13 -0.56 0.56 0.126
H -2.250 -0.452 0.744 -1.03 -0.51 0.74 0.117
H -2.411 0.417 -1.170 -0.12 0.80 -0.91 0.123
H -0.366 1.815 -1.998 0.45 -0.06 -0.17 0.108
H 1.688 1.670 -0.445 -2.35 -2.24 -0.81 0.209
```
Forces are in eV/Å.